ORCA calculation (ωB97M-V with the def2-TZVPD basis set) on C40H31N5O4PSV as an isolated structure in a non-equilibrium geometry.

```
83
Properties=species:S:1:pos:R:3
V -1.560 -0.058 -0.444
O -0.311 -2.666 2.930
C -0.093 -3.776 2.203
C 0.551 -4.838 2.845
C 0.800 -6.014 2.166
C 0.415 -6.162 0.835
C -0.220 -5.114 0.198
C -0.483 -3.914 0.863
C -1.134 -2.804 0.141
O -1.179 -1.643 0.751
N -1.624 -2.993 -1.046
N -2.126 -1.766 -1.442
C -2.854 -1.671 -2.486
C -3.673 -0.483 -2.678
C -4.215 -0.203 -3.936
C -5.106 0.834 -4.117
C -5.493 1.586 -3.004
C -4.992 1.312 -1.749
C -4.053 0.289 -1.547
O -3.544 0.080 -0.345
H -0.654 -1.984 2.307
H 0.849 -4.704 3.876
H 1.308 -6.824 2.676
H 0.616 -7.082 0.302
H -0.518 -5.188 -0.839
H -2.940 -2.526 -3.153
H -3.913 -0.818 -4.776
H -5.503 1.054 -5.098
H -6.196 2.402 -3.126
H -5.288 1.896 -0.887
N 2.230 -3.173 -1.374
C 1.410 -2.222 -1.954
S 1.041 -2.361 -3.628
N 1.010 -1.324 -1.079
N 0.279 -0.235 -1.468
C 0.707 0.461 -2.463
C 0.124 1.721 -2.881
C 0.720 2.474 -3.892
C 0.195 3.703 -4.252
C -0.937 4.190 -3.598
C -1.547 3.456 -2.594
C -1.005 2.225 -2.250
O -1.583 1.479 -1.298
H 2.216 -4.061 -1.848
H 2.150 -3.213 -0.367
H 1.598 0.111 -2.970
H 1.604 2.083 -4.383
H 0.662 4.285 -5.036
H -1.352 5.150 -3.879
H -2.432 3.803 -2.078
C 3.407 2.646 -1.507
C 2.352 3.185 -0.788
C 1.743 2.447 0.221
C 2.181 1.160 0.522
C 3.230 0.621 -0.224
C 3.848 1.358 -1.222
P 1.362 0.043 1.722
C 2.422 0.214 3.212
C 3.712 0.734 3.186
C 4.521 0.696 4.317
C 4.053 0.136 5.494
C 2.766 -0.393 5.531
C 1.966 -0.362 4.402
C -0.120 1.041 2.177
C -0.073 1.942 3.246
C -1.169 2.711 3.596
C -2.339 2.589 2.856
C -2.378 1.721 1.774
C -1.281 0.932 1.404
H 3.874 3.218 -2.300
H 1.981 4.176 -1.022
H 0.907 2.872 0.762
H 3.536 -0.405 -0.050
H 4.653 0.916 -1.796
H 4.092 1.188 2.278
H 5.521 1.112 4.271
H 4.681 0.108 6.375
H 2.388 -0.841 6.442
H 0.974 -0.800 4.440
H 0.842 2.043 3.817
H -1.106 3.400 4.430
H -3.216 3.172 3.111
H -3.290 1.645 1.197
```

**Spin multiplicity**: 2
**Charge**: -1
**HOMO-LUMO gap (spin up / spin down)**: 6.54 / 6.82 eV

=====

ORCA calculation (ωB97M-V with the def2-TZVPD basis set) on C40H31N7O2P2PdSe2 as an isolated structure in a non-equilibrium geometry.

```
85
Properties=species:S:1:pos:R:3
Pd -2.181 -0.354 -0.056
Se 3.577 2.693 1.516
P 3.271 1.405 -0.134
C 4.072 -0.231 0.056
C 4.332 -1.015 -1.064
C 5.081 -2.170 -0.931
C 5.557 -2.557 0.313
C 5.280 -1.785 1.430
C 4.552 -0.617 1.298
C 4.103 2.067 -1.614
C 3.703 1.774 -2.913
C 4.414 2.296 -3.978
C 5.517 3.105 -3.757
C 5.921 3.388 -2.463
C 5.219 2.864 -1.396
C 1.563 1.148 -0.593
C 0.477 0.373 -0.171
N -0.543 0.729 -0.983
N -0.137 1.665 -1.805
N 1.106 1.934 -1.591
P 0.126 -0.978 1.010
Se -1.716 -2.143 1.538
C 0.768 -2.260 -0.173
C 1.961 -2.941 0.000
C 2.369 -3.877 -0.934
C 1.603 -4.123 -2.058
C 0.424 -3.419 -2.258
C 0.008 -2.497 -1.318
C 1.249 -0.980 2.418
C 1.535 -2.175 3.066
C 2.314 -2.155 4.209
C 2.764 -0.946 4.722
C 2.451 0.246 4.089
C 1.698 0.227 2.930
H 3.963 -0.715 -2.035
H 5.312 -2.764 -1.804
H 6.153 -3.453 0.411
H 5.656 -2.073 2.400
H 4.357 0.010 2.156
H 2.826 1.168 -3.087
H 4.100 2.077 -4.989
H 6.058 3.522 -4.594
H 6.776 4.022 -2.284
H 5.525 3.084 -0.383
H 2.569 -2.745 0.868
H 3.292 -4.414 -0.781
H 1.924 -4.868 -2.771
H -0.172 -3.595 -3.142
H -0.942 -1.952 -1.473
H 1.121 -3.101 2.686
H 2.556 -3.080 4.713
H 3.346 -0.931 5.631
H 2.776 1.194 4.491
H 1.421 1.153 2.450
O -0.539 2.251 3.319
C -1.205 1.710 2.468
O -1.004 0.562 1.921
C -2.491 2.348 1.944
C -3.195 3.337 2.623
C -4.445 3.710 2.154
C -4.966 3.103 1.010
C -6.313 3.315 0.501
C -6.843 2.558 -0.463
C -6.125 1.429 -1.120
C -4.640 1.304 -0.737
C -4.149 2.171 0.369
N -2.967 1.804 0.830
H -2.769 3.763 3.518
H -5.042 4.432 2.693
H -6.895 4.099 0.968
H -7.856 2.723 -0.800
H -6.300 1.438 -2.197
H -3.920 1.296 -1.568
N -6.633 -2.915 -2.547
C -6.132 -1.926 -1.760
C -4.680 -1.979 -1.482
N -4.097 -1.128 -0.735
C -4.893 -0.096 -0.127
C -6.393 0.020 -0.502
N -6.910 -0.995 -1.352
H -6.180 -3.813 -2.559
H -7.637 -2.914 -2.636
H -4.091 -2.768 -1.936
H -4.708 -0.141 0.960
H -7.045 0.075 0.376
```

**Spin multiplicity**: 3
**HOMO-LUMO gap (spin up / spin down)**: 6.44 / 5.18 eV

=====

ORCA calculation (ωB97M-V with the def2-TZVPD basis set) on C40H32BrN5O3PSSn as an isolated structure.

```
84
Properties=species:S:1:pos:R:3
Sn -0.518 -0.425 -0.089
C 1.749 -1.864 3.751
C 1.024 -1.818 2.445
N 0.542 -0.736 1.959
N 0.708 0.423 2.679
C -0.283 1.251 2.538
N -0.189 2.451 3.147
S -1.772 0.959 1.634
C 0.808 -3.052 1.648
C 1.564 -4.197 1.849
C 1.295 -5.319 1.079
C 0.285 -5.260 0.135
C -0.410 -4.068 -0.010
N -0.162 -2.993 0.729
H 1.342 -1.114 4.422
H 1.675 -2.848 4.208
H 2.805 -1.626 3.601
H 0.594 2.627 3.754
H -0.982 3.065 3.165
H 2.353 -4.213 2.587
H 1.869 -6.225 1.216
H 0.035 -6.115 -0.477
H -1.201 -3.971 -0.744
O 0.900 1.261 -0.154
P 1.662 2.458 -0.676
C 2.375 3.415 0.651
C 3.467 2.898 1.348
C 3.964 3.576 2.448
C 3.376 4.769 2.850
C 2.287 5.284 2.161
C 1.778 4.606 1.063
C 2.973 1.958 -1.781
C 4.044 2.815 -2.042
C 5.025 2.437 -2.943
C 4.945 1.203 -3.577
C 3.888 0.345 -3.310
C 2.900 0.721 -2.412
C 0.539 3.511 -1.596
C -0.984 3.498 -1.128
C -1.701 4.779 -1.280
C -1.161 5.827 -1.912
C 0.225 5.827 -2.358
C 1.042 4.789 -2.150
H 3.923 1.967 1.031
H 4.812 3.178 2.990
H 3.774 5.302 3.704
H 1.834 6.215 2.478
H 0.922 5.003 0.532
H 4.122 3.767 -1.530
H 5.856 3.099 -3.147
H 5.715 0.908 -4.278
H 3.830 -0.615 -3.803
H 2.069 0.057 -2.206
H -1.211 2.903 -0.247
H -2.682 4.851 -0.828
H -1.731 6.740 -2.016
H 0.625 6.737 -2.787
H 2.099 4.870 -2.374
C -0.520 2.777 -2.297
C -0.834 2.197 -3.430
C 0.129 1.808 -4.487
C 0.907 2.770 -5.118
C 1.816 2.391 -6.098
C 1.937 1.057 -6.455
C 1.149 0.095 -5.834
C 0.249 0.468 -4.851
H 0.800 3.810 -4.836
H 2.420 3.141 -6.591
H 2.639 0.765 -7.225
H 1.241 -0.945 -6.118
H -0.370 -0.275 -4.362
Br -7.580 -1.357 -2.532
C -6.361 -0.194 -3.373
C -6.712 0.435 -4.563
N -5.897 1.264 -5.204
C -4.696 1.493 -4.684
C -4.266 0.907 -3.499
C -5.122 0.046 -2.822
C -2.929 1.172 -2.913
O -2.152 1.885 -3.756
O -2.577 0.781 -1.827
H -7.684 0.258 -5.006
H -4.051 2.168 -5.230
H -4.813 -0.412 -1.893
```

**Spin multiplicity**: 1
**Charge**: +1
**HOMO-LUMO gap**: 8.09 eV

=====

ORCA calculation (ωB97M-V with the def2-TZVPD basis set) on C40H32EuN7P2S3 as an isolated structure in a non-equilibrium geometry.

```
85
Properties=species:S:1:pos:R:3
Eu 0.679 -0.198 1.297
C 3.842 2.843 1.985
C 2.740 2.177 1.220
N 2.815 0.932 0.866
N 4.042 0.347 1.073
C 4.072 -0.958 1.153
N 5.358 -1.470 1.123
S 2.809 -2.136 1.341
C 1.508 2.905 0.853
C 1.389 4.289 1.002
C 0.220 4.913 0.620
C -0.818 4.152 0.089
C -0.626 2.789 -0.021
N 0.500 2.178 0.335
H 4.205 2.146 2.739
H 3.502 3.751 2.478
H 4.689 3.080 1.335
H 6.085 -0.788 1.262
H 5.478 -2.367 1.559
H 2.205 4.865 1.415
H 0.114 5.985 0.744
H -1.758 4.596 -0.207
H -1.412 2.146 -0.398
S 1.477 -0.019 3.905
C 0.770 1.542 4.249
C 1.475 2.422 5.085
C 1.007 3.695 5.382
C 1.801 4.570 6.216
N 2.444 5.258 6.877
C -0.221 4.115 4.854
C -0.946 3.245 4.053
C -0.490 1.964 3.728
S -1.455 0.954 2.670
C -0.739 5.438 5.115
N -1.149 6.496 5.311
H 2.430 2.103 5.481
H -1.896 3.572 3.649
N -1.192 -1.539 -1.818
P -1.609 -1.337 -0.169
C -3.380 -1.746 -0.095
C -4.158 -1.018 0.802
C -5.512 -1.306 0.944
C -6.094 -2.308 0.184
C -5.321 -3.036 -0.715
C -3.969 -2.761 -0.847
C -0.871 -2.819 0.626
C -0.321 -3.872 -0.102
C 0.283 -4.933 0.555
C 0.358 -4.944 1.943
C -0.176 -3.895 2.674
C -0.789 -2.835 2.020
P -0.385 -0.244 -2.622
C -1.332 -0.180 -4.189
C -1.648 -1.314 -4.942
C -2.399 -1.208 -6.103
C -2.836 0.041 -6.536
C -2.522 1.174 -5.803
C -1.778 1.060 -4.633
C 1.185 -1.030 -3.157
C 2.016 -1.497 -2.134
C 3.251 -2.057 -2.414
C 3.684 -2.137 -3.734
C 2.883 -1.653 -4.759
C 1.636 -1.102 -4.473
H -1.769 -2.138 -2.397
H -3.700 -0.228 1.391
H -6.109 -0.738 1.647
H -7.149 -2.528 0.291
H -5.771 -3.826 -1.304
H -3.372 -3.363 -1.525
H -0.327 -3.837 -1.186
H 0.725 -5.739 -0.019
H 0.861 -5.757 2.452
H -0.087 -3.875 3.753
H -1.198 -2.011 2.602
H -1.283 -2.289 -4.630
H -2.638 -2.096 -6.676
H -3.420 0.126 -7.445
H -2.860 2.148 -6.135
H -1.545 1.946 -4.051
H 1.727 -1.429 -1.090
H 3.864 -2.408 -1.591
H 4.654 -2.566 -3.960
H 3.225 -1.702 -5.786
H 1.023 -0.726 -5.284
```

**Spin multiplicity**: 8
**Charge**: -1
**HOMO-LUMO gap (spin up / spin down)**: 5.83 / 6.09 eV

=====

ORCA calculation (ωB97M-V with the def2-TZVPD basis set) on C40H33BCl7F5N3O2PSi2W as an isolated structure in a non-equilibrium geometry.

```
95
Properties=species:S:1:pos:R:3
W -1.192 -1.214 -0.346
O -3.040 1.005 1.668
C -1.845 0.908 1.844
O -1.120 -0.100 1.449
C -1.158 2.051 2.608
C -2.056 2.910 3.251
C -1.631 4.012 3.965
C -0.273 4.290 4.056
C 0.628 3.450 3.432
C 0.215 2.332 2.697
P 1.518 1.218 2.010
C 2.404 0.927 3.596
C 1.662 0.283 4.590
C 2.238 -0.059 5.800
C 3.575 0.235 6.046
C 4.322 0.872 5.069
C 3.740 1.217 3.852
C 2.667 2.364 1.149
C 2.394 3.685 0.800
C 3.259 4.401 -0.019
C 4.413 3.811 -0.509
C 4.690 2.488 -0.187
C 3.820 1.772 0.620
H -3.106 2.674 3.154
H -2.356 4.652 4.454
H 0.082 5.145 4.620
H 1.690 3.644 3.528
H 0.628 0.020 4.399
H 1.644 -0.577 6.542
H 4.031 -0.042 6.989
H 5.365 1.107 5.247
H 4.341 1.723 3.107
H 1.484 4.154 1.151
H 3.014 5.422 -0.289
H 5.079 4.367 -1.158
H 5.570 2.001 -0.588
H 4.015 0.724 0.821
C 1.336 -2.389 -3.622
Si 1.628 -1.981 -1.792
C 3.392 -1.376 -1.524
C 1.608 -3.666 -0.992
N 0.542 -0.653 -1.240
C 0.831 0.587 -1.850
C 1.576 0.704 -3.038
C 1.806 1.916 -3.674
C 1.304 3.096 -3.153
C 0.602 3.033 -1.961
C 0.409 1.818 -1.338
F -0.181 1.847 -0.130
H 2.303 -2.393 -4.139
H 0.672 -1.705 -4.148
H 0.917 -3.395 -3.700
H 4.087 -1.993 -2.104
H 3.624 -1.509 -0.465
H 3.556 -0.329 -1.786
H 2.161 -3.702 -0.057
H 0.627 -4.108 -0.839
H 2.144 -4.288 -1.722
H 1.990 -0.176 -3.502
H 2.381 1.920 -4.591
H 1.464 4.044 -3.649
H 0.213 3.918 -1.473
Cl -2.702 2.911 -0.980
C -3.943 1.761 -1.345
C -5.189 2.273 -1.658
C -6.232 1.420 -1.974
C -5.988 0.060 -2.005
C -4.730 -0.441 -1.714
Cl -4.525 -2.146 -1.882
C -3.648 0.380 -1.327
N -2.424 -0.100 -0.997
H -5.327 3.345 -1.636
H -7.215 1.810 -2.206
H -6.766 -0.644 -2.268
Cl 1.992 -2.169 2.112
Si -0.115 -2.724 1.846
Cl 0.165 -4.813 2.045
Cl -0.783 -2.226 3.777
F -2.776 -3.900 1.997
B -3.721 -2.911 1.721
F -3.085 -1.982 0.769
F -4.825 -3.462 1.082
F -4.086 -2.196 2.840
Cl -1.926 -1.285 -4.048
C -2.002 -2.989 -3.730
C -2.322 -3.838 -4.772
C -2.476 -5.195 -4.538
C -2.327 -5.684 -3.251
C -1.996 -4.827 -2.218
Cl -1.873 -5.431 -0.607
C -1.779 -3.448 -2.414
N -1.402 -2.626 -1.413
H -2.470 -3.418 -5.758
H -2.734 -5.863 -5.350
H -2.473 -6.733 -3.030
```

**Spin multiplicity**: 1
**Charge**: -2
**HOMO-LUMO gap**: 6.68 eV

=====

Energy relative to the best compared isomer or geometry (same formula, charge and spin) readings, ordered: 0.712; 4.256; 1.239; 0.000; 0.919 eV